# 1
{
  "formula": "C9H21ClIO2P2Tc",
  "method": "wB97M-V/def2-TZVPD",
  "symbols": ["C", "C", "H", "H", "H", "O", "I", "Tc", "P", "C", "C", "H", "H", "H", "H", "H", "H", "C", "H", "H", "H", "P", "C", "C", "H", "H", "H", "C", "H", "H", "H", "H", "H", "H", "Cl", "O", "C"],
  "xyz": [[0.01, 1.08, -5.15], [0.01, 1.19, -3.73], [0.02, 2.09, -5.62], [-0.89, 0.52, -5.47], [0.90, 0.51, -5.47], [0.01, 1.72, -2.69], [-0.03, -2.83, -2.88], [-0.01, -1.10, -0.90], [2.09, -0.24, -0.94], [2.25, 1.29, 0.02], [3.08, -1.52, -0.07], [4.15, -1.28, -0.16], [4.07, 0.13, -2.27], [2.87, -2.50, -0.51], [2.71, -0.47, -3.28], [1.69, 1.23, 0.95], [2.79, -1.54, 0.99], [2.99, 0.20, -2.45], [3.30, 1.49, 0.24], [2.75, 1.23, -2.73], [1.83, 2.09, -0.59], [-2.09, -0.21, -0.94], [-2.23, 1.32, 0.02], [-2.99, 0.24, -2.45], [-2.90, -2.46, -0.50], [-4.16, -1.22, -0.15], [-2.81, -1.50, 1.00], [-3.10, -1.47, -0.06], [-2.73, -0.43, -3.27], [-4.07, 0.18, -2.26], [-3.27, 1.54, 0.24], [-1.80, 2.12, -0.59], [-2.74, 1.27, -2.73], [-1.67, 1.25, 0.95], [-0.02, -3.06, 0.43], [0.00, -0.30, 2.14], [0.00, -0.55, 1.00]],
  "lowdin_charge": [0.092, -0.014, 0.183, 0.156, 0.157, 0.261, 0.554, 0.355, 0.665, -0.200, -0.196, 0.088, 0.088, 0.047, 0.044, 0.045, 0.068, -0.218, 0.092, 0.055, 0.057, 0.665, -0.200, -0.218, 0.047, 0.088, 0.068, -0.196, 0.044, 0.088, 0.092, 0.057, 0.056, 0.045, 0.189, 0.192, -0.399],
  "lumo_energy_ev": [-12.61, -13.94],
  "e_homo_ev": [-19.08, -19.78],
  "e_above_lowest_kj_mol": 0.0,
  "s_squared": 3.7978,
  "homo_lumo_gap_ev": [6.5, 5.8],
  "multiplicity": 4,
  "charge": 3
}

# 2
{
  "formula": "C8H20BF4LiO3",
  "method": "wB97M-V/def2-TZVPD",
  "symbols": ["Li", "B", "F", "F", "F", "F", "C", "C", "C", "O", "C", "H", "H", "H", "H", "H", "H", "H", "H", "C", "C", "O", "H", "H", "H", "H", "H", "H", "C", "C", "O", "H", "H", "H", "H", "H", "H"],
  "xyz": [[0.99, -0.43, -0.46], [2.85, 0.89, -1.55], [3.32, 1.10, -2.80], [2.88, -0.48, -1.37], [3.59, 1.44, -0.58], [1.49, 1.26, -1.50], [-1.91, 2.31, 1.60], [-2.62, 1.02, 1.93], [-1.86, 0.01, 1.06], [-0.69, 0.63, 0.55], [-0.99, 2.02, 0.44], [-1.44, 2.55, 2.55], [-2.54, 3.12, 1.23], [-3.68, 1.09, 1.67], [-2.55, 0.85, 3.00], [-2.52, -0.42, 0.31], [-1.55, -0.83, 1.68], [-1.48, 2.11, -0.53], [-0.01, 2.49, 0.35], [1.67, -0.16, 2.95], [2.12, -1.42, 2.22], [1.18, -1.70, 1.24], [2.28, -0.01, 3.84], [0.65, -0.19, 3.33], [1.74, 0.70, 2.28], [2.12, -2.29, 2.88], [3.13, -1.29, 1.81], [1.24, -2.63, 1.00], [-0.78, -1.19, -4.09], [-1.13, -1.03, -2.63], [-0.05, -1.48, -1.79], [-0.02, -0.48, -4.44], [-1.64, -1.13, -4.75], [-0.42, -2.19, -4.30], [-1.90, -1.79, -2.55], [-1.59, -0.06, -2.44], [0.13, -2.36, -2.13]],
  "lowdin_charge": [0.689, -1.416, 0.168, 0.089, 0.200, 0.073, -0.164, -0.152, -0.202, -0.211, -0.180, 0.116, 0.117, 0.111, 0.109, 0.117, 0.114, 0.125, 0.130, -0.061, -0.303, -0.119, 0.079, 0.074, 0.078, 0.117, 0.122, 0.103, -0.085, -0.287, -0.126, 0.088, 0.082, 0.077, 0.109, 0.124, 0.097],
  "lumo_energy_ev": -0.05,
  "e_homo_ev": -10.37,
  "e_above_lowest_kj_mol": 105.3,
  "homo_lumo_gap_ev": 10.3,
  "multiplicity": 1
}

Number 1: DFT total energy -2026.26534 Eh. Number 2: DFT total energy -974.65822 Eh.